A cluster of 2 separate species, C3H10N2O in total at a distorted geometry. Source: the Open Molecules 2025 dataset; level of theory: ωB97M-V with the def2-TZVPD basis set.

## Properties
LUMO energy (spin up / spin down) = -0.1142 / -0.3507 Eh
Orbital gap (spin up / spin down) = 11.7 / 3.9 eV
Expectation value of S² = 0.76
Net charge = +1
2S+1 = 2
Relative energy (zero: lowest compared OMol25 entry of this formula, charge and spin) = 409.0 kJ/mol

XYZ file:
```
16
Properties=species:S:1:pos:R:3:lowdin_charge:R:1
O 1.7345 -0.1386 0.6888 0.11
C 2.4294 -0.3900 -0.2624 -0.27
C 2.4013 0.4749 -1.4208 -0.04
H 3.0094 -1.3341 -0.3576 0.16
H 3.5285 0.9672 -1.5090 0.18
H 2.4618 -0.1925 -2.2596 0.08
H 1.6085 1.2506 -1.5308 0.11
N -1.7981 0.8369 1.5684 0.22
C -1.3669 -0.0257 0.5456 -0.33
N -2.3287 -0.7093 -0.2892 0.04
H -1.8860 0.3591 2.4912 0.17
H -2.7354 1.1066 1.4460 0.10
H -0.6110 -0.9082 0.8605 0.18
H -0.7210 0.5672 -0.0183 0.11
H -3.1960 -0.2118 0.0104 0.09
H -2.5303 -1.6522 0.0368 0.09
```